Entry 1:
{"formula": "C30H46CeCl2N5O10Si", "method": "ωB97M-V/def2-TZVPD", "symbols": ["C", "C", "H", "H", "H", "C", "C", "H", "H", "H", "H", "Ce", "Cl", "C", "O", "N", "C", "C", "H", "H", "H", "H", "H", "H", "H", "H", "H", "C", "C", "N", "H", "C", "O", "H", "H", "H", "H", "H", "H", "C", "C", "N", "H", "C", "O", "H", "H", "H", "H", "O", "C", "C", "C", "H", "C", "H", "C", "H", "C", "C", "H", "H", "H", "Si", "Cl", "C", "C", "C", "H", "H", "H", "H", "H", "H", "H", "H", "H", "O", "C", "O", "C", "C", "C", "C", "C", "C", "N", "O", "O", "N", "O", "O", "H", "H", "H"], "xyz": [[-1.61422, -0.05118, -6.32722], [-0.83439, -0.78680, -5.27440], [-0.98547, 0.70135, -6.81030], [-2.47764, 0.44769, -5.87659], [-1.98916, -0.71978, -7.11434], [0.07938, -1.72362, -5.58922], [0.49672, -2.02314, -6.98542], [0.53799, -2.35767, -4.82344], [1.09308, -1.21235, -7.44176], [-0.38004, -2.20854, -7.62012], [1.10432, -2.93831, -7.00310], [0.05732, 1.17447, 1.38180], [-1.17869, 3.33526, 0.37071], [0.54944, -2.09982, 1.70556], [1.15564, -0.98748, 1.60861], [0.83507, -3.03038, 2.60542], [2.03125, -2.97511, 3.43680], [-0.05301, -4.17341, 2.78706], [-0.28308, -2.33547, 1.02998], [2.58041, -2.05721, 3.22044], [2.66107, -3.84840, 3.22560], [1.73373, -3.00590, 4.49184], [-0.98078, -4.00233, 2.22521], [-0.28812, -4.29816, 3.85407], [0.40928, -5.10086, 2.41506], [2.07059, 4.11415, 5.23957], [0.52349, 5.45371, 4.85803], [2.10988, 3.54652, 4.30813], [0.37214, 5.30873, 3.79019], [1.30846, 4.28939, 3.33566], [1.71664, 2.53297, 4.46803], [1.32260, 3.93332, 2.05973], [1.76373, 2.82103, 1.64509], [-0.66142, 4.99286, 3.59442], [0.88241, 4.65725, 1.35934], [3.14526, 3.47638, 3.95213], [0.55672, 6.23947, 3.24248], [2.07316, 0.92327, -3.62038], [3.42977, -2.08123, -3.36773], [3.09997, 0.60809, -3.39011], [3.86754, -1.56077, -2.50194], [3.14314, -0.30782, -2.24813], [3.73443, 1.48340, -3.21121], [2.41614, -0.12987, -1.11493], [1.74000, 0.87315, -0.79358], [3.81167, -2.21146, -1.62587], [2.43615, -1.01513, -0.45805], [3.48922, 0.06981, -4.25920], [4.91812, -1.34147, -2.73175], [-0.24175, 0.84626, -3.62849], [-1.07197, -0.28721, -3.87285], [0.42291, -1.88219, -2.55155], [-0.84824, -1.39135, -2.83999], [1.29446, -1.38709, -2.99579], [0.57208, -3.06273, -1.80074], [-2.12198, 0.02130, -3.78942], [-1.95725, -2.02905, -2.28042], [1.57051, -3.43307, -1.56380], [-0.54565, -3.77620, -1.36859], [-1.81192, -3.24342, -1.60919], [-2.93410, -1.55355, -2.41613], [-0.44432, -4.72055, -0.82974], [-2.70378, -3.76538, -1.26613], [-0.20524, 2.43358, -3.82649], [-1.71610, -0.15019, 0.36989], [1.36718, 3.17474, -3.06795], [-1.66882, 3.16233, -2.93362], [0.02109, 2.85192, -5.63026], [1.61785, 2.65235, -2.13647], [1.18835, 4.23151, -2.84604], [2.22832, 3.12397, -3.74893], [0.97615, 2.43572, -5.99501], [0.10199, 3.95201, -5.68840], [-0.78983, 2.53504, -6.29771], [-2.32791, 2.38682, -2.51363], [-2.26704, 3.85171, -3.54171], [-1.27527, 3.71647, -2.07046], [0.34018, 0.52877, 3.78889], [-0.86287, 0.90551, 4.01385], [-1.41522, 1.77856, 3.27622], [-1.67305, 0.19721, 5.08267], [-1.09395, -0.87098, 5.76876], [-1.87166, -1.66913, 6.63679], [-3.18825, -1.33102, 6.96548], [-3.75793, -0.24715, 6.28676], [-3.02492, 0.49264, 5.32263], [-5.12385, 0.12322, 6.55818], [-5.75932, -0.50655, 7.43135], [-5.61560, 1.06208, 5.89593], [-1.34365, -2.93656, 7.06992], [-0.23975, -3.30978, 6.60605], [-2.01792, -3.61871, 7.86778], [-0.04325, -1.10187, 5.63165], [-3.74123, -1.88584, 7.72212], [-3.52737, 1.29724, 4.79238]], "forces_ev_per_angstrom": [[0.0509, -0.0150, -0.3172], [0.5924, -0.5219, -0.3910], [-0.1922, -0.1101, -0.0700], [0.1360, 0.0481, -0.1323], [0.1342, 0.0858, 0.1975], [-0.5362, 0.3377, 0.5306], [0.0944, -0.4836, -0.5199], [-0.1572, 0.5553, -0.1729], [-0.2932, -0.2382, 0.1769], [0.2133, 0.1283, -0.0565], [-0.1051, 0.2709, -0.1171], [1.7565, 1.3036, -0.1386], [-0.0707, 0.3831, 0.1331], [0.6368, 1.5851, 0.0165], [-0.3762, -2.3551, -0.0836], [0.0633, -0.1280, -0.0800], [-0.1429, 0.0464, 0.1562], [-0.0488, -0.2165, -0.2390], [-0.0013, 0.1436, 0.1922], [-0.1601, -0.1406, 0.0667], [-0.1102, 0.1501, 0.0241], [0.1380, 0.0693, -0.1593], [0.2548, -0.0424, 0.2107], [0.0650, 0.1058, -0.3036], [-0.0550, 0.2441, 0.1640], [0.1629, -0.2154, -0.0698], [-0.0814, 0.1518, -0.1364], [-0.2340, -0.2301, 0.0022], [-0.1446, 0.2473, -0.4273], [0.4201, -0.3134, -0.0118], [0.1064, 0.2300, -0.0149], [0.1312, -0.7778, -0.5547], [0.3621, 1.8204, 0.7793], [0.2476, 0.0427, 0.1568], [0.0004, -0.2709, 0.1501], [-0.2825, -0.0166, 0.1055], [-0.0895, -0.0316, 0.2580], [0.4302, -0.2394, 0.3018], [0.0649, 0.0941, 0.2455], [-0.0055, 0.0919, 0.0333], [-0.2236, 0.3108, 0.1686], [-0.2069, -0.0072, 0.3275], [-0.2008, -0.1206, -0.0286], [-0.4664, 0.6564, -0.0073], [1.0045, -1.4356, -0.5348], [0.0509, 0.1039, -0.1081], [0.1320, 0.2347, -0.0248], [-0.0243, 0.0829, 0.1285], [-0.2121, -0.0716, 0.1253], [0.3963, -2.4177, 0.2855], [0.0453, -0.0852, 0.9863], [0.0692, -0.4990, -0.0353], [-0.0170, 0.1013, -0.0879], [-0.5863, -0.2618, 0.3753], [0.0592, 0.3710, -0.1066], [0.0598, 0.0219, 0.0595], [0.1375, -0.0721, -0.3452], [-0.1759, 0.0306, -0.1532], [-0.1120, 0.3283, -0.0353], [-0.2166, 0.2280, 0.0605], [0.2388, -0.4253, 0.0484], [0.0436, 0.2612, -0.1804], [0.2003, 0.1049, 0.0292], [0.2448, 1.8678, 0.1227], [-2.0506, -1.7092, -0.9835], [-0.1190, -0.2688, 0.0249], [-0.1987, 0.2264, -0.1121], [-0.2216, 0.4310, -0.3996], [-0.0179, 0.3044, -0.1519], [-0.0829, -0.0720, 0.0115], [-0.2506, 0.0594, 0.1490], [-0.3385, 0.0651, 0.1037], [0.0000, -0.3132, -0.1058], [0.2427, 0.2448, 0.1660], [0.1635, 0.2073, -0.1796], [0.0386, -0.1228, 0.0740], [-0.2237, -0.1212, -0.2841], [-1.2217, 0.0703, 0.9083], [0.5460, 0.4484, -0.8977], [0.0489, -0.7006, 1.1925], [-0.4357, -0.3482, 0.4739], [-0.4045, -0.4723, 0.3900], [-0.3753, 1.3912, -0.9899], [0.0631, 0.1987, -0.2306], [1.9300, -0.0529, -0.5587], [-0.2577, -0.3185, 0.5040], [-2.9154, 0.8833, 0.4166], [1.4608, 1.0450, -1.6023], [1.0609, -1.7973, 1.2486], [1.0973, -2.3609, 1.2059], [-2.0500, 0.7718, 0.7833], [1.2319, 1.3645, -1.5264], [-0.1987, -0.0629, -0.2120], [0.0757, 0.0616, -0.4091], [0.1882, -0.1490, 0.0160]], "mol_weight_g_mol": 875.83, "spin_multiplicity": 2, "e_homo_ev": [-7.72, -8.78], "lumo_ev": [-1.5, -1.5]}

---

Entry 2:
{"formula": "C6H12Br6", "method": "ωB97M-V/def2-TZVPD", "symbols": ["Br", "C", "C", "Br", "H", "H", "H", "H", "Br", "C", "C", "Br", "H", "H", "H", "H", "Br", "C", "C", "Br", "H", "H", "H", "H"], "xyz": [[4.12875, -2.80329, 0.76722], [2.61631, -1.73324, 1.23768], [1.36436, -2.32564, 0.52936], [-0.14168, -1.39288, 1.45800], [2.58564, -0.66527, 1.02179], [2.38233, -1.69793, 2.30168], [1.14617, -3.38629, 0.65400], [1.43062, -2.05959, -0.52559], [4.85700, 1.45601, -4.07415], [4.45184, 3.20454, -3.32330], [5.57219, 4.27326, -3.53797], [5.19479, 6.01034, -2.67985], [4.25410, 3.10843, -2.25570], [3.50733, 3.60126, -3.69559], [5.68515, 4.52792, -4.59177], [6.52416, 3.95613, -3.11219], [-7.92562, -2.07700, 0.42843], [-6.55531, -1.55566, 1.89127], [-7.28848, -1.87253, 3.13027], [-6.01346, -1.80336, 4.60020], [-6.35023, -0.50196, 1.70219], [-5.72543, -2.19985, 1.60072], [-7.61476, -2.91203, 3.16318], [-8.08577, -1.15136, 3.31010]], "forces_ev_per_angstrom": [[0.2853, 0.3887, 0.0668], [-2.4093, -0.3044, 0.2963], [0.3314, 0.8947, 0.6824], [0.2348, -0.3026, -0.7442], [1.0040, -0.1065, -0.7122], [0.7014, -0.7600, 0.1619], [0.3991, 0.2093, 0.1466], [-0.5502, -0.0166, 0.0990], [-0.0235, 0.6128, 0.1181], [0.1270, 1.6810, 0.7057], [-0.3051, -0.6544, -0.1633], [-0.1980, -0.6427, -0.0982], [0.3818, -0.4022, -0.0134], [0.1343, -0.3486, -0.5521], [0.0543, -0.2122, 0.1492], [-0.1737, -0.0366, -0.1413], [0.7171, 0.4713, 0.5486], [-0.8476, -0.3952, -2.2694], [0.2372, -0.3651, 0.7054], [0.1435, 0.2766, 0.3443], [0.0175, -0.2246, 0.2161], [-0.0533, 0.1854, 0.5128], [-0.2749, 0.3617, -0.1914], [0.0669, -0.3097, 0.1324]], "mol_weight_g_mol": 563.59, "de_lowest_ev": 0.9325, "e_homo_ev": -10.36, "lumo_ev": 0.3}

---

Entry 3:
{"formula": "C3H3ClOS", "method": "ωB97M-V/def2-TZVPD", "symbols": ["O", "C", "S", "C", "C", "Cl", "H", "H", "H"], "xyz": [[1.61707, 1.48111, 0.19427], [1.95176, 0.32949, -0.13970], [0.89871, -0.95599, -0.06745], [-0.47666, -0.01759, 0.04259], [-1.60920, -0.66374, 0.24122], [-3.12506, 0.34703, -0.11402], [3.08431, 0.14515, -0.67896], [-0.59195, 1.00962, -0.16556], [-1.74898, -1.67507, 0.68762]], "forces_ev_per_angstrom": [[1.2834, -2.5961, -0.8586], [3.6770, 4.4719, -0.7105], [0.9685, -2.2361, -0.2712], [-2.8656, -0.8070, 0.3606], [-2.1371, 0.5927, 0.5183], [1.3954, -1.4811, 0.6870], [-2.9393, 0.1526, 1.6334], [0.7974, 0.9487, -0.5439], [-0.1797, 0.9545, -0.8152]], "mol_weight_g_mol": 122.58, "de_lowest_ev": 1.5355, "e_homo_ev": -9.29, "lumo_ev": 0.4}

---

Entry 4:
{"formula": "C4H6O2S", "method": "ωB97M-V/def2-TZVPD", "symbols": ["S", "C", "C", "O", "C", "C", "O", "H", "H", "H", "H", "H", "H"], "xyz": [[-2.80095, -0.55003, -1.01025], [-1.79375, 0.54040, -0.48991], [-0.87545, 0.44258, 0.55537], [0.28914, 1.17625, 0.23079], [1.29947, 0.37360, -0.05831], [0.92020, -1.07424, -0.10328], [-0.26692, -0.90763, 0.70388], [-1.64275, 1.60607, -0.92856], [-1.14770, 0.60953, 1.58077], [1.89839, 0.28747, 0.78401], [1.64074, 0.92972, -0.87970], [0.76483, -1.67569, -1.01202], [1.71475, -1.75801, 0.62722]], "forces_ev_per_angstrom": [[-0.7037, -0.6416, -0.4637], [-1.5103, 3.1983, -2.5555], [5.3659, -3.4184, 2.5228], [-4.7642, 2.8776, 1.0944], [2.6487, -1.2430, -1.0903], [0.0534, -2.0396, 2.2965], [-1.3512, -0.7908, 0.0008], [-0.7752, -1.6807, 0.2441], [-0.8592, 0.6199, 0.2969], [2.1804, 0.9916, 1.3583], [2.1420, -0.4444, -1.5082], [-0.2132, 0.6509, 0.0511], [-2.2133, 1.9203, -2.2474]], "mol_weight_g_mol": 118.16, "de_lowest_ev": 3.6951, "e_homo_ev": -9.05, "lumo_ev": -0.6}